Version w
C9H9NO2 | ωB97M-V/def2-TZVPD

Output
**Multiplicity**: 1
**E_HOMO (alpha / beta)**: -9.15 / -9.15 eV
**Frontier orbital gap (alpha / beta)**: 9.061 / 9.060 eV

Last column: Mulliken charge in e.
CARTESIAN COORDINATES (ANGSTROEM)
C 2.24 -1.71 0.56  -0.43
C 2.96 -0.56 0.42  -0.64
C 0.87 -1.72 0.25  -0.50
C 2.32 0.61 -0.01  -0.57
C 0.33 -0.51 -0.01  0.84
C 0.98 0.56 -0.37  0.55
C -3.69 0.24 0.45  -0.45
C -1.60 -0.47 -0.49  -0.12
C 0.37 1.83 -0.96  -1.22
N -2.49 -0.15 0.70  0.51
O -2.06 -0.70 -1.55  -0.43
O -1.91 -0.08 1.82  -0.63
H 2.59 -2.58 1.03  0.40
H 3.99 -0.66 0.34  0.41
H 0.20 -2.61 0.44  0.30
H 2.92 1.50 -0.09  0.41
H -4.35 0.61 1.26  0.29
H -4.09 0.16 -0.55  0.27
H 0.98 2.28 -1.81  0.35
H -0.61 1.44 -1.26  0.34
H 0.05 2.53 -0.16  0.31

Version x
C9H9NO2 | ωB97M-V/def2-TZVPD

Output
**SMILES**: O=C(O)[C@@H]1Cc2ccccc2N1
**Multiplicity**: 1
**E_HOMO**: -7.61 eV
**Frontier orbital gap**: 8.241 eV

Last column: Mulliken charge in e.
CARTESIAN COORDINATES (ANGSTROEM)
O 1.60 -0.47 3.22  -0.49
C 1.23 0.18 2.33  0.25
O 1.91 1.35 1.93  -0.51
C -0.16 0.01 1.49  0.18
C -0.40 -1.32 0.71  -0.64
C -0.61 -0.89 -0.69  0.82
C -1.00 -1.57 -1.78  -0.55
C -1.12 -0.87 -3.00  -0.40
C -0.87 0.49 -3.10  -0.55
C -0.62 1.19 -1.92  -0.36
C -0.48 0.54 -0.77  -0.26
N -0.10 1.04 0.49  -0.23
H 2.66 1.42 2.55  0.35
H -0.98 0.19 2.22  0.22
H -1.30 -1.85 1.04  0.30
H 0.55 -1.89 0.95  0.27
H -1.39 -2.57 -1.71  0.41
H -1.36 -1.50 -3.90  0.28
H -0.96 1.08 -4.03  0.34
H -0.73 2.30 -1.92  0.29
H 0.30 1.96 0.62  0.25

Which of them is most stable? Easy: version x.

Version w
C3H7NSi | ωB97M-V/def2-TZVPD

Output
**SMILES**: [H]/N=C/[SiH2]C=C
**Multiplicity**: 1
**E_HOMO**: -8.69 eV
**Frontier orbital gap**: 9.844 eV

Last column: Mulliken charge in e.
CARTESIAN COORDINATES (ANGSTROEM)
H 3.33 1.41 0.08  0.21
N 2.37 1.07 0.02  -0.50
C 2.19 -0.16 0.17  -0.23
Si 0.04 -0.90 -0.03  0.43
C -1.07 0.61 -0.13  -0.20
C -2.29 0.67 0.37  -0.63
H 2.96 -0.92 0.34  0.34
H 0.06 -1.70 -1.25  -0.11
H -0.21 -1.72 1.15  -0.12
H -0.67 1.48 -0.63  0.32
H -2.90 1.56 0.29  0.26
H -2.75 -0.16 0.88  0.22

Version x
C3H7NSi | ωB97M-V/def2-TZVPD

Output
**Multiplicity**: 1
**E_HOMO**: -8.87 eV
**Frontier orbital gap**: 9.821 eV

Last column: Mulliken charge in e.
CARTESIAN COORDINATES (ANGSTROEM)
C -0.40 0.22 -0.21  -0.40
C 0.52 -0.57 0.34  -0.27
C -0.22 1.18 -1.91  -0.10
N -1.23 1.76 -2.29  -0.43
Si 0.41 -1.37 2.07  0.38
H -1.29 0.44 0.28  0.33
H 1.45 -0.75 -0.28  0.28
H 0.75 1.04 -2.47  0.31
H -1.45 2.34 -3.02  0.21
H -0.17 -0.14 2.64  -0.11
H 1.90 -1.59 2.37  -0.09
H -0.27 -2.56 2.48  -0.11

Which of them is most stable? Easy: version w.

Version w
C4H12 | ωB97M-V/def2-TZVPD

Output
**<S²>**: 0.753
**Multiplicity**: 2
**Total charge**: +1
**E_HOMO (alpha / beta)**: -16.68 / -14.82 eV
**Frontier orbital gap (alpha / beta)**: 13.814 / 3.347 eV

Last column: Mulliken spin population.
CARTESIAN COORDINATES (ANGSTROEM)
C -2.75 -0.44 0.40  0.12
C -2.02 0.85 0.53  0.11
H -2.14 -1.35 0.54  0.07
H -3.62 -0.59 1.04  0.02
H -3.03 -0.54 -0.67  0.07
H -2.56 1.81 0.63  0.06
H -1.35 0.96 -0.33  0.01
H -1.47 0.75 1.51  0.12
C 1.83 0.01 0.07  0.13
C 2.93 -0.38 -0.96  0.11
H 0.90 -0.15 -0.54  0.09
H 1.90 -0.56 0.97  0.00
H 1.80 1.08 0.30  0.01
H 3.19 0.48 -1.57  0.01
H 3.76 -0.72 -0.32  0.05
H 2.65 -1.20 -1.61  0.02

Version x
C4H12 | ωB97M-V/def2-TZVPD

Output
**<S²>**: 0.753
**Multiplicity**: 2
**Total charge**: +1
**E_HOMO (alpha / beta)**: -14.56 / -14.56 eV
**Frontier orbital gap (alpha / beta)**: 10.836 / 3.362 eV

Last column: Mulliken spin population.
CARTESIAN COORDINATES (ANGSTROEM)
C -2.16 -0.57 -0.10  0.00
C -2.07 -1.31 -1.43  0.00
H -1.83 -1.13 0.77  0.00
H -1.57 0.36 -0.03  0.00
H -3.18 -0.22 0.08  0.00
H -1.46 -0.84 -2.20  0.00
H -1.57 -2.28 -1.29  0.00
H -3.05 -1.57 -1.82  0.00
C 2.12 1.57 0.42  0.17
C 2.06 0.27 1.05  0.21
H 1.33 1.86 -0.27  0.00
H 2.29 2.46 1.05  0.04
H 3.14 1.49 -0.11  0.24
H 2.96 -0.04 1.61  0.08
H 1.61 -0.52 0.48  0.00
H 1.50 0.56 2.04  0.26

Version y
C4H12 | ωB97M-V/def2-TZVPD

Output
**<S²>**: 0.753
**Multiplicity**: 2
**Total charge**: +1
**E_HOMO (alpha / beta)**: -15.46 / -15.09 eV
**Frontier orbital gap (alpha / beta)**: 12.009 / 3.746 eV

Last column: Mulliken spin population.
CARTESIAN COORDINATES (ANGSTROEM)
C 1.53 -0.18 -1.76  0.01
C 1.91 -0.33 -0.29  0.02
H 0.95 0.73 -1.89  0.00
H 2.34 -0.23 -2.51  0.02
H 0.95 -1.09 -2.03  0.01
H 2.70 0.38 -0.03  0.01
H 2.02 -1.38 -0.09  0.00
H 1.03 0.13 0.22  0.02
C -1.80 0.98 1.02  0.17
C -1.72 -0.50 0.91  0.13
H -0.98 1.49 0.50  0.04
H -2.76 1.50 1.08  0.04
H -1.42 1.16 2.08  0.22
H -2.64 -1.03 1.14  0.00
H -0.91 -0.75 1.68  0.19
H -1.22 -0.88 -0.01  0.10

Which of them is most stable? Easy: version x.

Version w
C2H14O4S | ωB97M-V/def2-TZVPD

Output
**SMILES**: CSC.O.O.O.O
**Multiplicity**: 1
**E_HOMO**: -8.79 eV
**Frontier orbital gap**: 9.269 eV

Last column: Mulliken charge in e.
CARTESIAN COORDINATES (ANGSTROEM)
C -0.07 3.22 -0.55  -0.91
S 1.63 2.75 -0.18  -0.08
C 1.61 1.04 -0.82  -0.59
H -0.58 3.79 0.23  0.36
H -0.17 3.74 -1.49  0.32
H -0.63 2.28 -0.61  0.23
H 1.25 1.06 -1.84  0.33
H 0.90 0.41 -0.28  0.03
H 2.59 0.66 -0.55  0.32
O -2.25 -1.76 1.15  -0.67
H -1.69 -0.99 1.22  0.38
H -2.78 -1.73 1.93  0.32
O 0.39 -3.02 0.96  -0.65
H 0.41 -3.64 1.70  0.28
H -0.50 -2.66 0.98  0.38
O -0.70 0.61 2.02  -0.67
H 0.22 0.52 2.23  0.32
H -0.72 1.42 1.50  0.30
O 0.47 -2.29 -2.80  -0.64
H 0.99 -2.64 -2.04  0.33
H -0.37 -2.76 -2.74  0.31

Version x
C2H14O4S | ωB97M-V/def2-TZVPD

Output
**SMILES**: CCS.O.O.O.O
**Multiplicity**: 1
**E_HOMO**: -9.08 eV
**Frontier orbital gap**: 9.672 eV

Last column: Mulliken charge in e.
CARTESIAN COORDINATES (ANGSTROEM)
C 1.74 1.81 0.93  -1.05
C 1.65 0.30 0.80  -0.01
S 2.08 -0.23 -0.92  -0.24
H 1.41 2.13 1.92  0.32
H 2.76 2.18 0.81  0.34
H 1.10 2.29 0.18  0.29
H 0.66 -0.03 1.09  -0.10
H 2.36 -0.27 1.38  0.38
H 3.33 -0.58 -0.60  0.11
O -1.41 -0.94 1.95  -0.72
H -2.09 -1.39 2.46  0.28
H -1.87 -0.22 1.46  0.42
O -1.80 0.22 -1.87  -0.74
H -1.07 0.78 -2.15  0.34
H -1.34 -0.54 -1.46  0.40
O -2.39 1.18 0.51  -0.73
H -3.29 1.52 0.53  0.29
H -2.27 0.85 -0.42  0.44
O -0.84 -1.98 -0.67  -0.70
H -1.03 -1.92 0.29  0.35
H -0.07 -2.55 -0.72  0.32

Which of them is most stable? Easy: version x.

Version w
H41O20 | ωB97M-V/def2-TZVPD

Output
**Multiplicity**: 1
**Total charge**: +1
**E_HOMO**: -12.84 eV
**Frontier orbital gap**: 10.210 eV

Last column: Mulliken charge in e.
CARTESIAN COORDINATES (ANGSTROEM)
O 1.81 -3.25 -2.40  -0.56
H -1.66 -0.50 5.88  0.35
O -1.13 0.75 3.46  -0.82
H -0.83 0.05 2.82  0.44
H 0.08 1.85 3.55  0.45
O -3.14 -0.94 -3.79  -0.63
H -3.88 -1.51 -3.45  0.32
H -3.27 0.03 -3.59  0.31
O -1.18 0.52 -1.56  -0.39
H -0.86 0.89 -2.36  0.22
H -5.19 0.52 2.38  0.30
O 3.72 2.96 0.99  -0.57
H 1.43 1.56 0.51  0.39
H -1.94 0.05 -1.60  0.25
O 0.84 2.48 0.74  -0.61
H -0.63 -2.61 2.13  0.24
H 1.28 3.45 0.72  0.38
O 0.35 -3.04 -4.36  -0.67
H -0.57 -1.41 5.20  0.36
H 0.29 -1.43 2.75  0.37
O 2.20 1.27 -1.47  -0.43
H 1.30 1.04 -1.81  0.19
H 2.74 1.59 -2.20  0.28
O -5.13 2.29 1.48  -0.62
H -4.73 3.23 1.33  0.30
H 3.98 2.92 0.11  0.28
O 3.92 -2.47 -1.51  -0.64
H 3.17 -1.74 -1.47  0.33
H 3.68 -3.27 -1.93  0.33
O -0.04 -0.03 1.01  -0.43
H -0.10 -0.96 0.70  0.17
H -0.43 -2.46 -4.13  0.30
O 0.13 2.02 -4.02  -0.64
H 0.55 2.73 -4.55  0.29
H 0.65 1.21 -3.96  0.31
O -1.43 3.68 1.54  -0.52
H -0.96 3.25 2.21  0.39
H -2.00 4.28 1.82  0.25
O 1.85 -4.09 0.79  -0.68
H -1.24 0.32 4.29  0.44
H 2.44 -3.52 1.36  0.32
O -0.79 -0.46 5.56  -0.70
H -0.95 0.11 0.99  0.31
H 0.93 -3.29 -2.26  0.29
O -4.62 0.09 2.99  -0.57
H 3.29 1.76 -4.92  0.32
H -4.66 -0.83 2.83  0.30
O 2.56 1.15 -4.54  -0.61
H 2.84 0.50 -4.02  0.25
H 2.44 -4.11 0.01  0.34
O -0.66 -1.83 2.67  -0.67
H 2.00 -3.48 -3.40  0.29
H 0.65 -2.73 -5.26  0.32
O 0.80 2.55 3.24  -0.56
H 0.73 2.68 2.02  0.35
H 1.54 2.31 3.80  0.34
O -0.75 -3.36 0.09  -0.62
H -1.15 -4.08 0.53  0.28
H 0.15 -3.46 0.02  0.39
H 4.37 2.50 1.55  0.30
H -4.82 2.27 0.50  0.30

Version x
H41O20 | ωB97M-V/def2-TZVPD

Output
**Multiplicity**: 1
**Total charge**: +1
**E_HOMO**: -13.07 eV
**Frontier orbital gap**: 10.282 eV

Last column: Mulliken charge in e.
CARTESIAN COORDINATES (ANGSTROEM)
O 0.85 1.19 5.28  -0.68
H -1.55 3.21 4.06  0.27
O 1.22 -2.78 -3.62  -0.61
H 1.47 -3.59 -4.09  0.29
H 4.18 -4.10 -2.03  0.32
O -1.18 1.75 0.95  -0.55
H -0.75 0.91 0.57  0.36
H -1.96 1.66 0.37  0.22
O -2.96 2.68 -1.93  -0.54
H -3.19 3.60 -2.14  0.28
H -0.78 -5.40 -1.56  0.32
O 1.92 1.14 -5.12  -0.60
H 0.16 2.47 2.83  0.39
H -3.18 2.06 -2.62  0.29
O 1.12 2.65 3.19  -0.44
H -1.88 -2.73 0.23  0.19
H 2.20 0.40 -5.70  0.30
O -2.56 -3.40 -3.08  -0.60
H -2.12 1.89 3.44  0.26
H -3.04 -2.56 0.93  0.32
O 3.00 2.13 1.58  -0.66
H 3.12 1.76 0.70  0.29
H 2.97 3.09 1.48  0.35
O -5.25 2.32 0.69  -0.60
H -5.07 1.45 0.32  0.30
H 1.26 1.45 -5.76  0.32
O 2.59 3.63 -0.97  -0.65
H 2.77 3.82 -1.90  0.25
H 1.61 3.78 -0.77  0.46
O 3.15 -4.64 0.31  -0.56
H 4.00 -4.32 -0.03  0.28
H -3.51 -3.53 -3.12  0.32
O 0.15 3.32 -0.91  -0.63
H -0.53 3.88 -1.33  0.30
H -0.24 3.32 0.01  0.30
O -3.53 0.48 1.96  -0.53
H -2.86 0.34 1.28  0.22
H -3.76 -0.48 2.00  0.29
O 0.69 -0.98 3.03  -0.49
H 1.53 -2.01 -4.13  0.30
H 0.20 -1.79 3.27  0.35
O -1.30 2.38 3.62  -0.59
H 3.37 -4.66 1.25  0.30
H 1.54 0.49 5.30  0.35
O -0.89 -4.92 -0.72  -0.59
H 0.10 -0.78 -0.49  0.23
H -1.14 -4.06 -1.09  0.26
O 0.72 -1.25 0.08  -0.49
H 1.15 -1.84 -0.55  0.19
H 0.37 -1.26 2.11  0.21
O -2.14 -2.16 1.02  -0.50
H 0.04 0.68 5.21  0.33
H -2.55 -2.59 -2.56  0.28
O 3.77 -3.26 -2.25  -0.63
H 1.07 2.28 4.13  0.53
H 2.96 -3.20 -2.75  0.36
O 0.96 -0.12 -2.54  -0.62
H 1.90 -0.29 -2.36  0.32
H 1.06 0.80 -2.86  0.25
H 1.81 2.32 2.52  0.53
H -5.24 2.04 1.61  0.30

Which of them is most stable? Easy: version x.

Version w
C6H9N3 | ωB97M-V/def2-TZVPD

Output
**Multiplicity**: 1
**E_HOMO**: -8.83 eV
**Frontier orbital gap**: 9.060 eV

Last column: Mulliken charge in e.
CARTESIAN COORDINATES (ANGSTROEM)
C -2.17 -2.56 2.39  0.45
C 0.03 -0.91 0.38  0.15
C 1.95 0.65 -0.38  -1.45
C -0.32 1.52 0.29  -1.37
C -0.03 0.20 -1.80  -1.61
C 0.37 0.31 -0.35  1.46
N -3.26 -2.66 2.77  -0.44
N -0.97 -2.51 1.85  -1.78
N -0.47 -1.60 1.16  1.07
H 2.60 0.00 -0.86  0.41
H 2.19 0.70 0.74  0.35
H 2.00 1.59 -0.81  0.43
H 0.18 1.64 1.30  0.37
H -0.13 2.31 -0.37  0.40
H -1.42 1.22 0.30  0.38
H 0.06 0.99 -2.47  0.44
H -1.09 -0.15 -1.95  0.38
H 0.49 -0.73 -2.19  0.35

Version x
C6H9N3 | ωB97M-V/def2-TZVPD

Output
**Multiplicity**: 1
**E_HOMO**: -8.09 eV
**Frontier orbital gap**: 8.934 eV

Last column: Mulliken charge in e.
CARTESIAN COORDINATES (ANGSTROEM)
C -2.09 -1.06 0.49  -1.25
C -1.42 -0.24 -0.56  0.14
C -1.33 1.21 -0.39  -0.35
C 0.20 0.91 0.01  -0.13
C 1.38 0.94 0.40  -0.69
C 1.96 -0.23 -0.20  0.69
H -2.48 -2.27 0.50  0.26
H -1.69 -0.72 1.40  0.36
H -3.21 -0.49 0.57  0.24
H -1.81 -0.49 -1.50  0.40
H -1.37 1.71 -1.46  0.26
H -1.89 1.70 0.54  0.28
H 2.15 1.86 0.39  0.12
H 3.71 0.50 0.36  0.27
H 3.49 -1.47 0.62  0.34
N 3.34 -0.38 -0.13  -0.68
N 1.11 -1.11 -0.63  -1.16
N -0.04 -0.37 -0.41  0.89

Version y
C6H9N3 | ωB97M-V/def2-TZVPD

Output
**SMILES**: C#C[C@@H]1CNN/C1=N\C
**Multiplicity**: 1
**E_HOMO**: -8.86 eV
**Frontier orbital gap**: 9.623 eV

Last column: Mulliken charge in e.
CARTESIAN COORDINATES (ANGSTROEM)
C 0.61 -0.76 -2.97  -0.36
C 0.70 -0.27 -1.79  -0.51
C 1.04 -0.03 -0.39  0.66
C 1.47 -1.35 0.18  -0.75
N 0.22 -1.76 0.96  -0.44
N -0.48 -0.47 1.13  -0.24
C -0.26 0.68 0.21  0.24
N -0.63 1.83 -0.12  -0.52
C -1.75 2.22 0.93  -0.76
H 0.57 -1.83 -3.72  0.27
H 1.81 0.80 -0.41  0.31
H 2.40 -1.28 0.96  0.20
H 1.89 -1.87 -0.62  0.45
H -0.36 -2.29 0.21  0.32
H -1.26 -0.56 2.13  0.31
H -1.79 3.29 0.66  0.33
H -2.63 1.58 0.51  0.29
H -1.54 2.07 2.14  0.20

Version z
C6H9N3 | ωB97M-V/def2-TZVPD

Output
**SMILES**: C=C[C@@H](C)c1ncn[nH]1
**Multiplicity**: 1
**E_HOMO**: -9.63 eV
**Frontier orbital gap**: 10.518 eV

Last column: Mulliken charge in e.
CARTESIAN COORDINATES (ANGSTROEM)
C -2.04 1.41 -0.73  -0.65
C -1.38 1.00 0.31  -0.29
C -0.55 -0.41 0.65  0.74
C -1.06 -1.70 0.01  -1.77
C 0.94 -0.11 0.25  0.14
N 1.78 -0.95 -0.21  -0.51
C 2.93 -0.31 -0.43  -0.11
N 2.87 0.96 -0.06  -0.86
N 1.60 1.09 0.34  0.30
H -2.43 2.38 -0.96  0.29
H -2.37 0.69 -1.56  0.20
H -1.14 1.83 1.08  0.23
H -0.43 -0.69 1.77  0.18
H -0.49 -2.47 0.29  0.54
H -2.03 -1.85 0.28  0.48
H -1.16 -1.84 -1.10  0.33
H 3.70 -0.89 -0.83  0.47
H 1.26 1.87 0.91  0.28

Which of them is most stable? Easy: version z.

Version w
C6H9N3 | ωB97M-V/def2-TZVPD

Output
**SMILES**: CC#N.CC#N.CC#N
**Multiplicity**: 1
**E_HOMO**: -11.51 eV
**Frontier orbital gap**: 12.246 eV

Last column: Mulliken charge in e.
CARTESIAN COORDINATES (ANGSTROEM)
C 35.05 9.05 -3.93  -0.68
C 35.53 8.62 -5.23  0.29
N 35.84 8.19 -6.26  -0.36
H 35.07 10.13 -3.77  0.26
H 35.55 8.58 -3.08  0.26
H 34.03 8.68 -4.08  0.23
C 27.69 13.51 -0.92  -0.66
C 28.64 12.32 -0.85  0.25
N 29.31 11.37 -0.85  -0.35
H 27.38 13.78 0.09  0.26
H 26.92 13.19 -1.62  0.24
H 28.21 14.37 -1.34  0.25
C 29.73 13.33 8.74  -0.67
C 29.21 13.60 7.38  0.27
N 28.80 13.78 6.30  -0.36
H 30.72 12.88 8.61  0.25
H 29.11 12.55 9.18  0.25
H 29.67 14.24 9.32  0.25

Version x
C6H9N3 | ωB97M-V/def2-TZVPD

Output
**SMILES**: CCNc1ncccn1
**Multiplicity**: 1
**E_HOMO**: -8.59 eV
**Frontier orbital gap**: 9.575 eV

Last column: Mulliken charge in e.
CARTESIAN COORDINATES (ANGSTROEM)
C 3.16 -0.11 -0.21  -1.18
C 1.76 0.41 0.24  -0.46
N 0.85 -0.53 -0.15  -0.19
C -0.54 -0.27 -0.09  0.37
N -0.90 1.06 -0.06  -0.43
C -2.18 1.23 -0.10  -0.06
C -3.16 0.29 -0.02  -0.48
C -2.67 -1.08 -0.03  0.08
N -1.41 -1.30 0.02  -0.55
H 4.03 0.73 0.14  0.27
H 3.42 -1.02 0.53  0.27
H 3.28 -0.42 -1.11  0.47
H 1.76 0.70 1.18  0.38
H 1.45 1.29 -0.30  0.36
H 1.09 -1.65 0.09  0.33
H -2.40 2.48 -0.16  0.24
H -4.33 0.33 0.01  0.26
H -3.20 -2.14 0.02  0.33

Which of them is most stable? Easy: version w.

Version w
C3H2FIN2 | ωB97M-V/def2-TZVPD

Output
**Multiplicity**: 1
**E_HOMO (alpha / beta)**: -8.55 / -8.54 eV
**Frontier orbital gap (alpha / beta)**: 7.697 / 7.694 eV

Last column: Mulliken charge in e.
CARTESIAN COORDINATES (ANGSTROEM)
C 0.16 -0.63 0.47  0.06
C 0.15 -2.60 1.90  -0.03
C -1.05 -1.53 -1.33  -0.48
N 0.35 -1.76 1.03  -0.03
N -0.66 -0.46 -0.62  0.07
F 0.92 -3.68 2.11  -0.15
I -2.02 -0.94 -3.16  -0.04
H 0.80 0.05 0.95  0.38
H -0.95 0.40 -0.95  0.23

Version x
C3H2FIN2 | ωB97M-V/def2-TZVPD

Output
**Multiplicity**: 1
**E_HOMO (alpha / beta)**: -8.76 / -8.76 eV
**Frontier orbital gap (alpha / beta)**: 8.088 / 8.087 eV

Last column: Mulliken charge in e.
CARTESIAN COORDINATES (ANGSTROEM)
C 1.25 -2.64 0.61  -0.22
C 0.50 -2.22 -0.24  0.10
C -0.69 0.90 0.16  -0.08
N -0.37 1.91 -0.37  0.58
N 0.31 2.79 -0.83  -0.93
F -0.02 -1.65 -1.25  -0.20
I -2.55 0.12 0.61  0.17
H 1.50 -2.84 1.60  0.32
H 0.08 3.62 -0.29  0.25

Which of them is most stable? Easy: version w.